{"formula": "C3H3O4Tm", "method": "the ωB97M-V functional and the def2-TZVPD basis", "homo_lumo_gap_ev": [8.2993, 3.7138], "total_charge": 2, "homo_energy_ev": [-17.4466, -16.6003], "lumo_ev": [-9.1472, -12.8865], "multiplicity": 3, "elements": ["O", "C", "C", "H", "H", "H", "O", "C", "O", "O", "Tm"], "positions_angstrom": [[-0.6800, -1.4621, 1.5015], [-0.2966, -1.8138, 0.4142], [-0.1649, -0.8419, -0.7344], [0.1814, -2.8061, 0.2593], [0.8986, -0.7063, -0.9762], [-0.6852, -1.2437, -1.6151], [1.2331, 1.2479, 0.2125], [-0.0163, 1.2332, 0.3692], [-0.7525, 0.3926, -0.3453], [-0.6176, 2.2332, 0.8607], [0.9000, 3.7672, 0.0535]], "atomic_forces_ev_per_a": [[0.20, -0.88, -1.18], [0.61, 0.19, 1.46], [-0.59, 1.86, -0.36], [-0.35, -0.29, 0.18], [0.10, -0.36, 0.29], [-0.09, -0.01, 0.28], [0.12, -0.16, 0.18], [1.47, 3.16, -1.05], [-1.04, -2.20, -0.34], [-0.23, -0.24, -0.11], [-0.20, -1.08, 0.66]], "nbo_charge": [0.020, 0.418, -0.158, 0.330, 0.307, 0.306, -0.800, 0.938, -0.459, -0.805, 1.903]}